No. 1
A cluster of 7 separate species, C26H38O21 in total, computed with ωB97M-V/def2-TZVPD.

- Total energy: -70563.5001 eV
- 2S+1: 2
- Net charge: +1
- Kohn-Sham gap (spin up / spin down): 0.347 / 0.065 hartree
- Max |F|: 0.090 hartree/bohr
- Lowest unoccupied orbital energy (spin up / spin down): -2.589 / -10.280 eV

XYZ file:
```
85
Properties=species:S:1:pos:R:3:lowdin_charge:R:1
O 0.20 0.64 4.05 0.04
O -2.10 0.83 0.24 0.12
O -3.62 -1.10 -6.91 0.20
O 2.37 -1.70 -1.69 0.12
O -3.17 -4.75 1.68 0.11
O 0.38 -1.62 3.63 0.08
O 1.26 5.18 -1.63 0.04
O 6.59 0.75 2.12 0.07
O 0.92 3.80 0.24 0.11
O 0.06 -0.74 5.74 0.10
O 1.11 -3.53 -1.32 0.04
O 7.36 -0.76 0.55 0.12
O -4.99 -3.68 1.51 0.09
O 1.42 5.97 0.35 0.11
O -4.82 0.43 -6.05 0.18
O -4.66 0.40 -8.29 0.23
O 5.16 -0.29 0.81 0.11
O -5.06 -5.59 2.74 0.13
O 2.50 -3.58 -2.98 0.09
O -2.88 0.32 -1.85 0.19
O -1.03 -0.53 -1.06 0.12
C 1.85 6.48 -1.92 -0.08
C 6.44 -0.17 1.12 -0.53
C 0.22 -0.65 4.41 -0.51
C -0.02 1.49 5.14 -0.31
C 1.02 -4.88 -1.78 -0.12
C 1.87 7.01 -0.54 -0.31
C 4.35 0.55 1.59 -0.36
C -2.82 -3.55 1.12 -0.37
C -0.19 -0.45 0.02 -0.07
C -4.53 -0.39 -4.94 0.00
C -2.03 0.22 -0.96 -0.54
C 3.29 -0.26 2.28 0.00
C -0.23 0.56 6.28 -0.08
C 2.05 -2.86 -1.96 -0.56
C -3.68 -1.49 -5.61 -0.28
C -4.08 -2.90 0.77 -0.11
C 1.13 4.89 -0.26 -0.55
C -2.35 -1.72 -4.88 0.03
C -1.16 2.46 4.70 0.00
C -4.41 -0.03 -7.19 -0.50
C -0.90 0.69 0.87 -0.10
C 3.22 7.35 0.00 -0.02
C 1.65 -4.74 -3.14 -0.09
C -2.04 -3.96 -0.13 0.00
C 5.28 1.23 2.54 -0.08
C -4.42 -4.74 2.10 -0.51
H -0.29 1.59 1.03 0.13
H -1.04 -4.33 0.12 0.08
H -4.14 -1.88 1.16 0.14
H -2.13 1.96 4.68 0.09
H -5.35 -0.76 -4.32 0.17
H 1.26 7.91 -0.49 0.16
H 1.25 7.02 -2.65 0.14
H -1.24 0.55 6.68 0.14
H -2.23 -2.93 1.79 0.16
H 3.99 1.33 0.92 0.15
H 3.92 -0.92 2.87 0.10
H 0.05 -5.37 -1.73 0.13
H -0.93 3.01 3.79 0.08
H 2.67 0.35 2.94 0.08
H 0.90 2.07 5.22 0.16
H 0.97 -4.67 -3.98 0.13
H 2.20 -5.66 -3.37 0.14
H 2.65 -0.90 1.68 0.08
H 2.81 6.37 -2.42 0.13
H -2.47 -1.99 -3.83 0.09
H 0.84 -0.13 -0.15 0.13
H -4.25 -2.85 -0.31 0.13
H 3.27 8.14 0.75 0.09
H 5.01 0.87 3.54 0.13
H -0.28 -1.37 0.60 0.13
H -2.00 -3.04 -0.71 0.07
H -3.96 0.23 -4.24 0.16
H -1.33 3.26 5.42 0.08
H 5.20 2.31 2.50 0.14
H 3.84 7.70 -0.83 0.09
H -1.59 -0.95 -5.01 0.11
H -4.35 -2.35 -5.57 0.20
H 0.42 0.86 7.10 0.14
H -2.63 -4.72 -0.64 0.11
H 1.62 -5.44 -1.06 0.14
H -1.10 0.22 1.84 0.12
H 3.76 6.50 0.43 0.10
H -1.87 -2.61 -5.30 0.09
```

No. 2
A structure of composition C13H29MgN6O7P3S, computed with ωB97M-V/def2-TZVPD.

- Total energy: -81381.4801 eV
- Net charge: 0
- Kohn-Sham gap: 0.273 hartree
- Energy above the lowest of the compared OMol25 structures with the same formula, charge and spin: 0.000 eV
- Max |F|: 0.010 hartree/bohr
- Lowest unoccupied orbital energy: -0.296 eV

XYZ file:
```
60
Properties=species:S:1:pos:R:3:nbo_charge:R:1
S -2.96 -1.30 -0.83 -0.48
P -1.30 -1.62 2.52 0.79
P -1.16 2.88 -2.35 2.38
P -0.47 2.53 0.75 2.41
Mg -0.80 -0.03 -1.00 1.74
O 1.08 2.56 0.95 -1.04
O -1.18 1.37 -2.35 -1.25
O 0.21 3.35 -3.07 -1.02
O -2.27 3.97 -0.23 -0.78
O -0.97 1.13 0.63 -1.22
O -2.33 3.63 -2.86 -1.14
O -1.05 3.30 2.00 -0.99
N 1.88 0.11 1.66 -0.67
N -1.00 -3.17 -1.26 -0.48
N 1.40 0.04 -1.58 -0.56
N -3.07 -3.92 -0.79 -0.80
N 3.28 0.02 1.95 -0.66
N -0.18 -2.11 -1.41 -0.34
C 1.00 -2.32 -1.88 0.19
C 3.41 1.11 -2.32 -0.26
C 1.87 -1.14 -2.02 0.17
C 1.50 -3.67 -2.29 -0.69
C 3.91 -0.10 -2.75 -0.14
C -2.26 -2.85 -1.00 0.30
C -2.20 -3.21 2.65 -0.94
C 3.13 -1.24 -2.61 -0.24
C -0.50 -1.59 4.19 -0.95
C 2.15 1.13 -1.74 0.09
C -0.06 4.86 -0.67 -0.63
C -0.94 3.61 -0.64 -0.51
C -2.66 -0.43 2.84 -0.94
H -4.06 -3.77 -0.82 0.40
H 2.38 -3.95 -1.70 0.22
H -0.09 5.36 0.30 0.22
H -2.91 -3.28 1.82 0.25
H 3.47 -0.79 2.54 0.34
H 0.06 3.67 -3.96 0.51
H -2.78 4.04 -1.07 0.53
H -1.22 -1.77 4.99 0.22
H 1.44 1.63 1.19 0.52
H 0.97 4.63 -0.92 0.23
H 0.28 -2.35 4.24 0.22
H 1.73 2.06 -1.38 0.22
H 1.79 -3.67 -3.34 0.22
H -3.30 -0.39 1.96 0.26
H 1.67 -0.55 0.92 0.38
H -0.04 -0.62 4.37 0.22
H 3.97 2.03 -2.42 0.23
H -2.71 -4.82 -1.06 0.39
H -1.50 -4.04 2.55 0.23
H -0.46 5.54 -1.42 0.23
H 1.29 -0.16 2.45 0.36
H 3.50 -2.20 -2.94 0.23
H 0.73 -4.41 -2.13 0.27
H -2.74 -3.29 3.59 0.21
H 4.89 -0.17 -3.20 0.22
H -1.91 3.69 1.76 0.53
H -2.24 0.56 3.00 0.23
H -3.25 -0.72 3.71 0.21
H 3.54 0.84 2.48 0.35
```

No. 3
A cluster of 2 separate species, C3H8NS in total, computed with ωB97M-V/def2-TZVPD.

- Total energy: -15565.6708 eV
- Net charge: -1
- Kohn-Sham gap: 0.243 hartree
- Energy above the lowest of the compared OMol25 structures with the same formula, charge and spin: 1.372 eV
- Max |F|: 0.036 hartree/bohr
- Lowest unoccupied orbital energy: 4.062 eV

XYZ file:
```
13
Properties=species:S:1:pos:R:3:nbo_charge:R:1
S 1.60 -1.82 0.42 -0.68
N -0.41 0.16 -1.06 -0.93
C -2.76 0.71 -1.02 -0.55
C 2.51 -0.80 1.64 -0.73
C -1.49 0.90 -0.62 0.05
H -3.49 1.47 -0.78 0.19
H -0.40 0.05 -2.07 0.35
H 2.48 0.29 1.52 0.17
H -1.24 1.76 0.01 0.15
H 2.17 -0.99 2.66 0.17
H -2.85 -0.18 -1.64 0.19
H 3.57 -1.05 1.62 0.17
H 0.31 -0.51 -0.67 0.44
```

No. 4
The molecule C3H6P2, computed with ωB97M-V/def2-TZVPD.

- Total energy: -21780.3306 eV
- 2S+1: 3
- Net charge: 0
- Kohn-Sham gap (spin up / spin down): 0.297 / 0.267 hartree
- Energy above the lowest of the compared OMol25 structures with the same formula, charge and spin: 1.215 eV
- Max |F|: 0.080 hartree/bohr
- Lowest unoccupied orbital energy (spin up / spin down): 1.115 / -1.877 eV

XYZ file:
```
11
Properties=species:S:1:pos:R:3:nbo_charge:R:1
P -2.00 1.24 1.30 -0.03
P -0.42 -0.08 1.95 0.33
C 0.53 -0.28 0.27 -0.24
C 0.46 -0.45 -1.23 -0.48
C 1.65 -0.97 -0.40 -0.46
H 1.78 -1.98 -0.27 0.21
H 0.70 0.49 -1.89 0.23
H -1.38 2.41 1.89 0.01
H 2.67 -0.44 -0.47 0.21
H -2.81 0.92 2.50 0.01
H -0.17 -1.30 -1.71 0.22
```

No. 5
A structure of composition C66H62AsN4P2RuS2, computed with ωB97M-V/def2-TZVPD.

- Total energy: -179076.0389 eV
- 2S+1: 2
- Net charge: 0
- Kohn-Sham gap (spin up / spin down): 0.229 / 0.213 hartree
- Max |F|: 0.062 hartree/bohr
- Lowest unoccupied orbital energy (spin up / spin down): -0.166 / -0.502 eV

XYZ file:
```
138
Properties=species:S:1:pos:R:3:lowdin_charge:R:1
Ru 1.10 0.81 1.34 1.00
As -1.66 -0.58 0.07 1.41
S 2.76 -1.56 0.34 0.45
S 2.01 3.27 1.02 0.35
P 2.06 -0.57 -1.23 0.46
P 2.15 2.58 -0.84 0.46
N 3.58 0.61 2.50 0.10
N 1.02 1.16 3.50 0.05
N -0.34 -0.88 1.31 -0.33
N -0.83 2.07 1.75 0.08
C 1.22 -3.42 3.57 -0.10
C 4.77 -1.41 -4.90 -0.09
C -0.30 1.73 5.37 0.00
C 0.95 -2.22 2.93 -0.11
C -1.11 2.16 3.04 -0.23
C 4.15 2.49 -2.81 -0.07
C 3.62 -0.63 -5.05 -0.08
C 0.73 3.17 -3.20 -0.09
C 0.05 4.00 -4.09 -0.07
C 3.32 0.33 3.78 -0.24
C -5.43 1.07 0.83 -0.03
C -5.62 1.14 2.20 -0.28
C 1.01 5.01 -1.68 -0.11
C -1.68 2.64 0.87 -0.30
C 6.20 3.74 -2.71 -0.08
C 5.76 -0.33 2.81 -0.02
C -4.29 0.49 0.27 -0.30
C -1.07 -3.28 -1.44 -0.17
C 2.01 0.80 4.33 -0.18
C 0.49 -4.57 3.31 -0.12
C -0.07 -2.10 1.96 -0.41
C -1.62 -0.79 -3.04 -0.10
C -2.26 -2.34 -1.02 -0.28
C 1.87 0.89 5.71 0.00
C 1.47 0.99 -0.71 -0.66
C -1.62 -3.33 -2.92 -0.35
C -2.40 -2.00 -2.57 -0.18
C -4.19 -2.94 0.79 -0.06
C -3.29 -0.05 1.09 -0.29
C 0.34 5.84 -2.57 -0.08
C 4.81 0.33 2.03 -0.34
C -2.50 -0.60 3.49 -0.04
C 5.20 0.78 0.66 -0.05
C 5.36 2.88 -3.39 -0.07
C -0.82 -3.27 1.75 -0.07
C -0.15 5.34 -3.77 -0.09
C -0.36 -0.53 -2.69 -0.15
C 1.20 3.66 -1.99 -0.35
C -3.46 -3.20 -0.51 -0.22
C -0.61 -3.33 -4.07 -0.03
C -4.23 0.37 -1.24 -0.06
C 0.69 1.34 6.24 -0.03
C 3.80 2.96 -1.55 -0.33
C -0.09 1.64 4.00 -0.21
C -4.39 -6.09 -2.87 -0.06
C 4.21 -0.35 4.60 -0.02
C -1.33 2.68 -0.58 -0.06
C 4.33 -1.58 -2.53 -0.10
C -4.63 0.59 3.01 -0.04
C -2.55 -4.49 -3.19 -0.01
C -3.16 3.29 2.60 -0.04
C 3.18 -0.80 -2.67 -0.31
C 5.45 -0.70 4.09 -0.05
C 2.83 -0.34 -3.94 -0.12
C -2.86 3.25 1.28 -0.02
C 0.24 -2.56 -1.31 -0.09
C -3.47 0.00 2.49 -0.27
C -3.94 -4.27 -1.16 -0.03
C -3.56 -4.89 -2.44 -0.26
C 5.84 4.22 -1.46 -0.08
C -0.54 -4.47 2.39 -0.09
C -6.85 1.76 2.81 -0.05
C 4.64 3.83 -0.87 -0.12
C -2.26 2.75 3.51 -0.01
C 0.51 -1.35 -1.80 -0.38
C 5.11 -1.88 -3.64 -0.07
H -2.53 -1.69 3.46 0.08
H 5.81 1.68 0.73 0.09
H 0.72 -5.51 3.80 0.09
H -4.91 1.07 -1.72 0.08
H 5.38 -1.65 -5.76 0.10
H -5.00 -2.21 0.65 0.09
H -5.40 -6.05 -2.45 0.07
H -3.93 -7.03 -2.52 0.08
H 5.76 0.00 0.14 0.08
H 1.37 5.39 -0.73 0.08
H -6.59 2.53 3.54 0.07
H -0.33 3.61 -5.02 0.10
H -1.05 -4.24 -0.94 0.14
H -4.47 -6.15 -3.95 0.07
H 0.08 0.39 -3.06 0.06
H -4.52 -0.64 -1.55 0.08
H -2.77 -0.29 4.50 0.08
H 4.32 1.01 0.09 0.01
H 0.20 -2.62 -3.96 0.06
H -4.09 3.74 2.95 0.12
H -0.18 -4.32 -4.17 0.09
H 0.19 6.89 -2.31 0.10
H -1.48 -0.31 3.28 0.04
H 4.59 -1.96 -1.55 0.06
H 3.93 -0.63 5.60 0.10
H -2.19 2.36 -1.19 0.08
H 4.36 4.18 0.11 0.06
H 6.72 -0.57 2.37 0.12
H -4.75 0.61 4.09 0.12
H 6.16 -1.24 4.71 0.11
H 0.88 2.13 -3.46 0.07
H -3.53 3.66 0.53 0.13
H -7.48 2.22 2.04 0.07
H 5.63 2.50 -4.37 0.11
H -1.23 2.12 5.76 0.11
H 6.50 4.90 -0.93 0.10
H -3.22 0.54 -1.62 0.02
H -1.16 -5.34 2.18 0.10
H -1.14 -3.09 -5.01 0.10
H -1.09 3.71 -0.86 0.09
H -2.47 2.80 4.56 0.11
H 7.14 4.05 -3.16 0.10
H -2.11 -0.12 -3.74 0.12
H 2.03 -3.45 4.30 0.10
H -2.36 -5.03 -4.12 0.12
H 1.00 -3.04 -0.71 0.06
H 0.56 1.43 7.31 0.12
H 1.93 0.25 -4.09 0.09
H 1.54 -1.37 3.15 0.04
H -6.20 1.47 0.17 0.12
H -1.65 -3.23 1.06 0.05
H -0.68 5.99 -4.45 0.10
H -3.42 -1.98 -2.94 0.13
H 6.00 -2.50 -3.52 0.10
H -0.50 2.04 -0.80 -0.01
H -7.45 1.01 3.33 0.08
H -4.77 -4.78 -0.67 0.10
H 2.69 0.65 6.36 0.11
H -4.64 -3.86 1.15 0.08
H 3.34 -0.26 -6.03 0.11
H -3.55 -2.56 1.56 0.04
H 3.49 1.83 -3.35 0.07
```

No. 6
The ion C12H21N2O with charge +1, computed with ωB97M-V/def2-TZVPD.

- Total energy: -17804.7840 eV
- Net charge: +1
- Kohn-Sham gap: 0.337 hartree
- Energy above the lowest of the compared OMol25 structures with the same formula, charge and spin: 1.881 eV
- SMILES: CC(=O)/[NH+]=C1/C[C@H]2CC[C@@](C)(N1)C2(C)C
- Max |F|: 0.106 hartree/bohr
- Lowest unoccupied orbital energy: -3.690 eV

XYZ file:
```
36
Properties=species:S:1:pos:R:3:nbo_charge:R:1
O -3.19 -1.30 0.23 -0.54
N -0.64 -0.73 0.38 -0.54
N -2.43 0.81 0.34 -0.61
C -0.22 1.69 0.36 -0.51
C 0.89 0.24 -1.94 -0.64
C 1.25 1.27 0.39 -0.27
C 1.69 0.71 1.74 -0.44
C 3.03 -0.08 -0.65 -0.66
C -3.37 -0.12 0.10 0.71
C 1.34 -0.80 1.70 -0.46
C -4.61 0.43 -0.65 -0.73
C 0.72 -1.09 0.41 0.15
C 1.56 0.18 -0.59 0.07
C 0.93 -2.54 -0.21 -0.62
C -1.13 0.51 0.32 0.59
H 0.59 -3.24 0.60 0.23
H -5.41 0.66 0.01 0.26
H -2.67 1.85 0.54 0.46
H 1.86 2.12 -0.02 0.24
H -0.15 2.44 -0.47 0.28
H 3.34 -0.35 0.33 0.23
H 1.98 -2.65 -0.44 0.24
H 2.29 -1.47 1.80 0.24
H 1.43 1.07 -2.43 0.23
H -0.52 2.33 1.27 0.26
H 2.78 0.85 2.03 0.25
H -0.14 0.76 -1.85 0.19
H 3.24 -0.89 -1.44 0.23
H -1.46 -1.48 0.34 0.48
H -5.13 -0.27 -1.35 0.27
H 3.63 0.70 -1.22 0.25
H 0.63 -1.05 2.48 0.23
H 0.31 -2.42 -1.19 0.22
H 0.83 -0.66 -2.51 0.24
H 1.25 1.21 2.73 0.23
H -4.45 1.29 -1.16 0.23
```

Which value of max |F| does entry 2 give?
0.010 hartree/bohr

Which of these has the highest max |F|?
C12H21N2O

Among the records above, which one has the highest total energy?
C3H8NS